Record 1
Molecular formula: C38H74NO19
Method: DFT, ωB97M-V/def2-TZVPD

Output
LUMO energy in eV: 1.4
Calculated total energy in eV: -80996.445
F_max in eV Å⁻¹: 1.83
Frontier orbital gap in hartree: 0.1130
Net charge: -1
HOMO energy in eV: -1.7

Each line ends with the Löwdin charge.
Positions of all 132 atoms, in Å:
C -6.890976 -9.615488 3.510321  0.047
C -6.058233 -8.958354 2.917365  -0.157
C -5.093788 -8.011910 2.345907  -0.419
N -4.011469 -8.716368 1.705923  -0.184
C -3.429637 -7.877933 0.713435  -0.411
C -3.009395 -6.457600 1.178892  -0.240
C -2.068712 -6.526221 2.391173  -0.236
C -0.612393 -6.253099 2.017194  -0.212
C -0.312868 -4.724137 1.964233  -0.204
C 0.595515 -4.277060 3.117527  -0.202
C 0.341844 -2.821838 3.553370  -0.201
C 1.372830 -1.818066 3.009917  -0.199
C 1.709527 -0.831876 4.155312  -0.174
C 2.482891 0.381462 3.673993  -0.248
O 3.867383 0.097366 3.791935  -0.191
C 4.642173 1.291953 3.793765  -0.099
H -7.623334 -10.028097 4.132948  -0.028
H -5.654036 -7.425328 1.588100  0.094
H -4.737342 -7.365559 3.170147  0.090
H -2.505055 -8.370207 0.390969  0.083
H -4.088183 -7.750568 -0.184910  0.075
H -3.856855 -5.836686 1.461751  0.076
H -2.531268 -5.939973 0.339186  0.089
H -2.392245 -5.786997 3.123207  0.097
H -2.154704 -7.521131 2.825701  0.094
H -0.371605 -6.719710 1.069221  0.099
H 0.027375 -6.666496 2.795812  0.090
H -1.272246 -4.223481 2.035575  0.091
H 0.179501 -4.526072 1.015871  0.100
H 0.542910 -4.950655 3.965459  0.100
H 1.620204 -4.334677 2.756146  0.098
H -0.664533 -2.490399 3.322205  0.100
H 0.411359 -2.788744 4.639304  0.098
H 0.964863 -1.246219 2.178751  0.094
H 2.284318 -2.298384 2.666189  0.103
H 2.301480 -1.402896 4.861368  0.118
H 0.756509 -0.552159 4.588696  0.107
H 2.213033 0.637505 2.646288  0.119
H 2.209472 1.235502 4.297050  0.115
H 5.516363 1.170547 3.159388  0.081
H 4.977678 1.468548 4.814624  0.087
H 4.056077 2.140094 3.456436  0.064
C -2.784181 3.373705 3.810756  -0.062
C -3.509386 2.045324 3.864802  -0.210
O -3.659038 1.483753 2.554085  0.039
C -2.587848 0.848801 2.082249  -0.606
O -1.538102 0.699530 2.646113  0.128
O -2.872602 0.414859 0.853164  -0.043
C -1.783231 -0.251066 0.198574  -0.013
H -3.279284 4.051054 3.113549  0.080
H -2.761534 3.836594 4.797523  0.079
H -1.758327 3.244795 3.466051  0.075
H -4.519323 2.185191 4.246254  0.122
H -3.005101 1.340133 4.524610  0.124
H -1.385779 -1.052582 0.817279  0.093
H -0.998197 0.462769 -0.048960  0.093
H -2.179132 -0.676771 -0.720283  0.098
C 3.999680 -1.223432 -0.482741  -0.054
C 4.049894 0.077279 -1.254085  -0.210
O 3.830991 -0.136764 -2.657259  0.031
C 2.554360 -0.263506 -3.017982  -0.605
O 1.598581 -0.196854 -2.291766  0.126
O 2.521206 -0.483360 -4.333964  -0.027
C 1.208354 -0.690212 -4.862725  -0.026
H 4.694058 -1.949363 -0.907798  0.083
H 4.258439 -1.055825 0.563479  0.077
H 3.004010 -1.664748 -0.524184  0.078
H 5.039847 0.523206 -1.169390  0.121
H 3.331959 0.799822 -0.866365  0.119
H 0.540644 0.121011 -4.581223  0.096
H 0.811354 -1.644273 -4.520589  0.103
H 1.304283 -0.712127 -5.945334  0.094
C -3.175566 3.218457 -1.115656  -0.044
C -1.696371 3.239618 -1.434772  -0.206
O -1.328569 4.430317 -2.149349  0.043
C -1.146332 5.511530 -1.397633  -0.614
O -1.244475 5.573019 -0.199725  0.120
O -0.833798 6.528234 -2.204755  0.005
C -0.652072 7.773769 -1.531126  -0.043
H -3.767060 3.361476 -2.021333  0.086
H -3.452478 2.269507 -0.659633  0.056
H -3.440419 4.020992 -0.426719  0.080
H -1.444876 2.407992 -2.091267  0.123
H -1.091650 3.138019 -0.533182  0.120
H 0.065046 7.679261 -0.718486  0.094
H -1.605492 8.139432 -1.152296  0.098
H -0.267137 8.476627 -2.264791  0.092
C 5.847759 0.768796 -5.843406  -0.052
C 4.533150 0.323444 -6.445549  -0.212
O 4.470421 0.643943 -7.847991  0.042
C 5.094489 -0.204836 -8.657717  -0.614
O 5.683144 -1.202030 -8.331856  0.125
O 4.958960 0.242908 -9.909765  0.002
C 5.624068 -0.554397 -10.888865  -0.046
H 6.020515 1.827232 -6.045582  0.082
H 5.843317 0.608876 -4.765300  0.074
H 6.682495 0.214569 -6.273159  0.077
H 3.714175 0.858642 -5.976340  0.112
H 4.361819 -0.739109 -6.287592  0.122
H 5.331836 -1.599160 -10.808118  0.095
H 6.703802 -0.455751 -10.784745  0.097
H 5.324045 -0.175553 -11.862075  0.091
C -5.547440 -1.579280 -0.035264  -0.049
C -5.489403 -0.317899 -0.869691  -0.207
O -5.662712 -0.613823 -2.267236  0.041
C -6.919187 -0.781640 -2.665969  -0.613
O -7.904390 -0.691697 -1.981714  0.124
O -6.903017 -1.072300 -3.970271  0.003
C -8.192127 -1.327942 -4.525887  -0.047
H -4.833102 -2.316427 -0.405040  0.087
H -5.318149 -1.357222 1.006609  0.080
H -6.536267 -2.034595 -0.082292  0.079
H -4.510386 0.139624 -0.778107  0.084
H -6.225046 0.415533 -0.539908  0.127
H -8.880635 -0.513517 -4.309929  0.093
H -8.587413 -2.267656 -4.142973  0.099
H -8.062409 -1.408351 -5.601787  0.090
C 4.109749 8.321069 5.658107  -0.066
C 5.384354 7.705670 5.120564  -0.215
O 5.138340 6.413552 4.551262  0.038
C 4.653948 6.419962 3.310149  -0.613
O 4.424688 7.393891 2.642110  0.123
O 4.458568 5.155416 2.938721  0.002
C 3.887911 5.007846 1.636076  -0.035
H 3.621467 7.638220 6.354367  0.082
H 4.325167 9.257105 6.173637  0.079
H 3.405062 8.524833 4.852294  0.076
H 6.091904 7.543661 5.931978  0.121
H 5.865563 8.356509 4.391172  0.122
H 4.464278 5.553292 0.892043  0.096
H 2.853081 5.347083 1.637690  0.101
H 3.913837 3.947730 1.398490  0.085

Atoms 1-2, force components in eV/Å:
C 1.213 1.078 -0.848
C -1.034 -0.297 1.173

***

Record 2
Molecular formula: C6H12O
Method: DFT, ωB97M-V/def2-TZVPD

Output
LUMO energy in eV: 1.0
SMILES: CC1(C)OC1(C)C
Calculated total energy in eV: -8463.449
F_max in eV Å⁻¹: 0.30
Frontier orbital gap in hartree: 0.4015
Relative energy (zero: lowest compared OMol25 entry of this formula, charge and spin) in kJ/mol: 87.30
HOMO energy in eV: -10.0

Each line ends with the natural charge from an NBO analysis.
Positions of all 19 atoms, in Å:
C 1.652083 0.898717 0.593692  -0.636
C 0.744334 -0.224047 0.128812  0.223
C 1.353656 -1.133378 -0.923498  -0.640
O -0.002862 -0.931156 1.124628  -0.506
C -0.721250 -0.073769 0.233983  0.208
C -1.358499 1.121634 0.916962  -0.630
C -1.634781 -0.725203 -0.784326  -0.630
H 2.693326 0.568307 0.669135  0.213
H 1.350127 1.276706 1.571679  0.224
H 1.623976 1.725846 -0.126577  0.216
H 1.199688 -0.764487 -1.943879  0.215
H 0.916741 -2.130956 -0.843288  0.229
H 2.431748 -1.226138 -0.757610  0.214
H -1.486915 1.965208 0.228854  0.213
H -2.350907 0.838772 1.288252  0.216
H -0.768209 1.450911 1.773557  0.222
H -2.567809 -1.058908 -0.317798  0.216
H -1.177152 -1.585532 -1.275255  0.220
H -1.897290 0.007470 -1.557328  0.214

Atoms 1-2, force components in eV/Å:
C 0.035 0.001 0.085
C 0.093 0.194 -0.203

***

Record 3
Molecular formula: C52H48N3O3P2Pt
Method: DFT, ωB97M-V/def2-TZVPD

Output
LUMO energy in eV: -3.8
Calculated total energy in eV: -87138.028
F_max in eV Å⁻¹: 0.96
Frontier orbital gap in hartree: 0.2177
Net charge: +1
Relative energy (zero: lowest compared OMol25 entry of this formula, charge and spin) in kJ/mol: 0.00
HOMO energy in eV: -9.7

Each line ends with the Löwdin charge.
Positions of all 109 atoms, in Å:
Pt -0.042161 0.135549 -0.693699  1.025
C -1.545090 -2.682133 -1.104549  -0.228
P -1.152110 -1.667091 0.383265  0.971
C -0.284634 -2.837736 1.470804  -0.363
C -0.237469 -2.586455 2.840083  -0.088
C 0.416222 -3.456311 3.697066  -0.052
C 1.029530 -4.594788 3.191919  -0.071
C 0.992090 -4.851757 1.829263  -0.067
C 0.342269 -3.977580 0.968024  -0.079
C -2.717864 -1.346578 1.240607  -0.351
C -3.352518 -2.337194 1.989707  -0.073
C -4.579018 -2.082582 2.582767  -0.062
C -5.183633 -0.841305 2.429221  -0.068
C -4.559550 0.148244 1.682852  -0.073
C -3.328752 -0.103328 1.093636  -0.115
C -0.315590 -2.580621 -1.952861  -0.399
C 0.393096 -3.462086 -2.739931  -0.054
C 1.591988 -2.803755 -3.127315  -0.040
C 1.564237 -1.547268 -2.566342  -0.376
C 2.531423 -0.406867 -2.524174  -0.222
P 2.319621 0.341817 -0.849936  0.979
C 2.977046 2.029101 -0.866681  -0.361
C 3.148216 2.675066 0.360817  -0.115
C 3.572636 3.993751 0.404637  -0.064
C 3.838582 4.681455 -0.772354  -0.069
C 3.692234 4.040322 -1.992655  -0.066
C 3.264397 2.719989 -2.042171  -0.084
C 3.453959 -0.556220 0.230621  -0.344
C 4.794923 -0.184169 0.331394  -0.077
C 5.663513 -0.939983 1.101029  -0.066
C 5.203633 -2.069438 1.766354  -0.063
C 3.873745 -2.446344 1.659452  -0.054
C 2.998350 -1.687946 0.895454  -0.074
N 0.393193 -1.414088 -1.866307  -0.196
H -2.432385 -2.253395 -1.574506  0.068
H -1.782746 -3.709132 -0.826884  0.102
H -0.748976 -1.725137 3.244845  0.094
H 0.438377 -3.247481 4.759289  0.106
H 1.535812 -5.279533 3.859924  0.111
H 1.472490 -5.734759 1.428387  0.114
H 0.361551 -4.177923 -0.094912  0.099
H -2.880788 -3.303200 2.123251  0.114
H -5.063734 -2.854244 3.166220  0.111
H -6.143213 -0.646996 2.890582  0.110
H -5.027824 1.117078 1.563987  0.109
H -2.829114 0.673279 0.527159  0.072
H 0.091415 -4.462492 -3.006727  0.104
H 2.376067 -3.205574 -3.748546  0.102
H 2.275351 0.351167 -3.265414  0.049
H 3.559727 -0.726564 -2.693279  0.109
H 2.966769 2.135241 1.284898  0.095
H 3.713696 4.479583 1.361688  0.112
H 4.176698 5.708467 -0.736318  0.110
H 3.923836 4.563023 -2.911643  0.110
H 3.185585 2.228411 -3.000190  0.089
H 5.162471 0.694447 -0.184085  0.110
H 6.701962 -0.647051 1.181479  0.109
H 5.885839 -2.654913 2.368636  0.110
H 3.510777 -3.326404 2.172200  0.098
H 1.959381 -1.973354 0.814649  0.065
C 0.398811 3.471203 -4.964427  -0.068
C 0.642071 2.058796 -4.429063  -0.219
C -0.562555 1.170431 -4.593853  -0.167
C -0.858866 0.633575 -5.843558  -0.025
C -1.977069 -0.156856 -6.034582  -0.053
C -2.833727 -0.406649 -4.972782  -0.023
C -2.576966 0.105689 -3.708973  -0.171
C -3.565093 -0.096225 -2.589732  -0.210
C -4.605287 1.025184 -2.529234  -0.067
C -1.427873 0.881435 -3.540442  -0.173
N -1.099545 1.318716 -2.216058  -0.017
C -1.404282 2.506125 -1.833553  -0.062
C -1.046488 2.824727 -0.480533  -0.240
C -1.213169 4.072290 0.265415  0.032
C -0.697499 3.871145 1.475986  0.056
C -0.122145 2.488234 1.523650  -0.299
N -0.485612 1.888535 0.241766  -0.051
H 1.274433 4.104021 -4.812874  0.071
H -0.451573 3.940769 -4.466341  0.070
H 0.176289 3.449631 -6.031400  0.080
H 0.928972 2.114910 -3.379751  0.067
H 1.484928 1.614126 -4.965808  0.117
H -0.189952 0.836585 -6.671882  0.122
H -2.183339 -0.578485 -7.009084  0.110
H -3.719848 -1.012154 -5.121056  0.121
H -3.044202 -0.152517 -1.631706  0.055
H -4.076357 -1.050365 -2.734797  0.117
H -4.135259 1.991020 -2.331476  0.062
H -5.332704 0.836942 -1.738541  0.073
H -5.141561 1.108754 -3.474823  0.083
H -1.903552 3.219878 -2.482967  0.147
H -1.668572 4.968139 -0.126366  0.123
H -0.638074 4.557191 2.306294  0.132
H 0.971641 2.526673 1.557477  0.134
O 1.881806 -0.496749 5.135914  0.097
C 0.582333 -0.294378 5.386046  -0.270
C 0.051144 -0.869347 6.541953  -0.004
C -1.293832 -0.752341 6.816479  -0.050
C -2.150086 -0.057984 5.957361  -0.068
C -1.633039 0.537926 4.832090  -0.015
C -0.265133 0.437531 4.533323  -0.088
C 0.292742 1.025359 3.319889  -0.380
O -0.616075 1.745888 2.611802  0.061
O 1.449512 0.924926 2.957216  0.098
H 2.096706 -0.115878 4.263712  0.087
H 0.718593 -1.414559 7.195509  0.127
H -1.691631 -1.215430 7.710353  0.114
H -3.206058 0.013539 6.176505  0.107
H -2.278497 1.075810 4.152233  0.117

Atoms 1-2, force components in eV/Å:
Pt 0.610 -0.550 0.495
C 0.051 -0.042 -0.016

***

Record 4
Molecular formula: H6OSi2
Method: DFT, ωB97M-V/def2-TZVPD

Output
LUMO energy in eV: -0.2
Calculated total energy in eV: -17897.523
F_max in eV Å⁻¹: 2.87
Frontier orbital gap in hartree: 0.2859
Relative energy (zero: lowest compared OMol25 entry of this formula, charge and spin) in kJ/mol: 324.78
HOMO energy in eV: -8.0

Each line ends with the natural charge from an NBO analysis.
Positions of all 9 atoms, in Å:
O -0.123113 0.712860 -0.331478  -1.111
Si 1.390670 0.100128 -0.481412  1.240
Si -1.841902 -1.125708 0.418073  0.529
H -0.415513 1.587351 -0.097956  0.524
H 1.180169 -0.922292 0.444267  -0.216
H 1.667148 -0.510951 -1.756520  -0.201
H 2.472279 1.082773 -0.131353  -0.198
H -3.147523 -0.417380 0.469834  -0.275
H -1.182215 -0.506782 1.466544  -0.292

Atoms 1-2, force components in eV/Å:
O -1.169 0.393 -0.671
Si 0.529 0.862 0.149